[1]
A 2-piece molecular cluster, C2H6ClNO overall at a distorted geometry. Source: the OMol25 dataset; level of theory: ωB97M-V/def2-TZVPD.

- orbital gap (eV) = 10.943
- LUMO energy (eV) = 0.82
- HOMO (eV) = -10.124
- SMILES string = CC(N)=O.Cl

Element x y z (Å)
C (-0.51310, 0.52745, 1.07821)
C (0.33217, 0.41983, -0.14621)
N (0.66977, -0.88091, -0.49194)
O (0.86184, 1.29614, -0.79975)
H (-0.83343, 1.59833, 1.23953)
H (-1.35207, -0.11185, 0.99199)
H (0.00435, 0.11202, 1.85717)
H (1.06612, -1.07189, -1.31639)
H (0.58495, -1.70839, 0.06461)
Cl (3.55005, 2.53850, 0.64486)
H (2.63179, 2.73557, -0.13063)

---

[2]
A 2-piece molecular cluster, C9H19N2 overall at a distorted geometry. Source: the OMol25 dataset; level of theory: ωB97M-V/def2-TZVPD.

- orbital gap (eV) = 8.887
- LUMO energy (eV) = -4.12
- HOMO (eV) = -13.007
- total charge = +1

Element x y z (Å)
C (-0.35184, -3.22401, -1.68103)
C (-0.02464, -1.98633, -1.49105)
C (-1.88733, 2.08432, 2.27637)
C (-2.57091, 0.95366, 1.46936)
C (-0.47966, 1.85815, 1.78148)
C (-1.90045, 1.04042, 0.12266)
C (2.56740, -2.25687, -1.44446)
C (2.48000, 0.65009, -0.47848)
C (1.36259, -1.44236, -1.19991)
N (1.29201, -0.24183, -0.66026)
N (-0.65284, 1.69035, 0.36414)
H (-1.33754, -3.37292, -1.89559)
H (0.35779, -3.97736, -1.94555)
H (-0.75841, -1.30306, -1.22546)
H (-2.22070, 3.20949, 2.06805)
H (-2.10238, 1.96209, 3.34950)
H (-2.23331, 0.01595, 1.90012)
H (-3.71223, 0.97330, 1.65728)
H (0.20460, 2.62861, 2.02330)
H (-0.14206, 1.05192, 2.28784)
H (-1.87491, 0.04690, -0.29415)
H (-2.45333, 1.55999, -0.69127)
H (3.13834, -1.98768, -2.34407)
H (2.20429, -3.29337, -1.49576)
H (3.11936, -2.07659, -0.54347)
H (3.25012, 0.33480, -1.21683)
H (2.04856, 1.64231, -0.77889)
H (2.93275, 0.59087, 0.49133)
H (0.42008, 0.33395, -0.33488)
H (-0.67532, 2.53521, -0.07034)

---

[3]
A 2-piece molecular cluster, C14H16O overall at a distorted geometry. Source: the OMol25 dataset; level of theory: ωB97M-V/def2-TZVPD.

- orbital gap (eV) = 9.254
- LUMO energy (eV) = 0.83
- HOMO (eV) = -8.423
- SMILES string = Cc1ccc(O)cc1.Cc1ccccc1

Element x y z (Å)
C (0.49797, -2.02500, -3.98750)
C (0.39681, -2.31649, -2.47517)
C (1.04953, -1.48462, -1.58522)
C (0.85740, -1.67165, -0.22287)
C (0.03785, -2.69155, 0.26034)
O (-0.22995, -2.68006, 1.60373)
C (-0.62270, -3.54610, -0.62126)
C (-0.40847, -3.33248, -1.98943)
H (1.41397, -1.46692, -4.18298)
H (-0.25262, -1.24249, -4.12349)
H (0.44425, -2.95275, -4.53307)
H (1.61542, -0.59892, -1.84642)
H (1.36108, -1.17133, 0.59335)
H (-0.72924, -3.46817, 1.83443)
H (-1.27849, -4.35322, -0.32542)
H (-0.91546, -4.03561, -2.63989)
C (1.83047, 2.87161, 2.40344)
C (0.47202, 2.71196, 1.76778)
C (0.04835, 1.46122, 1.32674)
C (-1.24517, 1.27347, 0.84325)
C (-2.10806, 2.32757, 0.94701)
C (-1.76380, 3.61505, 1.40644)
C (-0.45021, 3.77235, 1.79582)
H (1.93765, 2.61791, 3.45163)
H (2.11516, 3.91893, 2.25897)
H (2.56138, 2.25996, 1.86590)
H (0.77842, 0.66804, 1.28645)
H (-1.58914, 0.27720, 0.59795)
H (-3.18064, 2.22374, 0.78165)
H (-2.60475, 4.28501, 1.48121)
H (-0.03900, 4.75333, 2.02661)

---

[4]
A 2-piece molecular cluster, C3H11N3O overall at a distorted geometry. Source: the OMol25 dataset; level of theory: ωB97M-V/def2-TZVPD.

- orbital gap (spin up / spin down) (eV) = 8.140 / 4.551
- LUMO energy (spin up / spin down) (eV) = -4.06 / -7.61
- HOMO (spin up / spin down) (eV) = -12.197 / -12.159
- total charge = +1
- <S²> = 0.768
- 2S+1 = 2

Element x y z (Å)
C (-0.72718, 1.18517, -0.10628)
C (-0.49895, 1.29556, -1.43383)
N (0.41506, 0.41320, -2.12537)
N (-1.86541, 1.52389, 0.65137)
H (-0.00734, 0.67757, 0.50692)
H (-0.99894, 2.04141, -2.02160)
H (1.18263, 0.96380, -2.50498)
H (0.53587, -1.25873, -0.54291)
H (-0.05225, 0.03032, -2.99311)
H (-2.73314, 1.27758, 0.21033)
H (-1.77332, 1.04950, 1.55205)
N (1.18221, -1.20594, 0.24963)
C (0.48941, -1.39364, 1.91352)
O (-0.41807, -0.53400, 2.23302)
H (1.69470, -0.30631, 0.12606)
H (1.88612, -1.97172, 0.05812)
H (0.20731, -2.44083, 1.79130)
H (1.48128, -1.34683, 2.43575)

---

[5]
A 2-piece molecular cluster, CH6N2O overall at a distorted geometry. Source: the OMol25 dataset; level of theory: ωB97M-V/def2-TZVPD.

- orbital gap (eV) = 9.235
- LUMO energy (eV) = 0.83
- HOMO (eV) = -8.403

Element x y z (Å)
C (-0.79136, -0.18560, 0.17827)
N (1.54093, 0.75428, 0.32745)
N (0.62018, -0.38351, 0.25061)
O (-1.53944, -1.28249, -0.10292)
H (-1.15692, 0.48457, 1.06255)
H (-1.21473, 0.89217, -1.14668)
H (1.49543, 1.37011, -0.40759)
H (1.57229, 1.16878, 1.21774)
H (0.82040, -1.02619, -0.53023)
H (-1.34678, -1.79212, -0.84920)

---

[6]
One molecule with the formula C4H5NO2. Source: the OMol25 dataset; level of theory: ωB97M-V/def2-TZVPD.

- orbital gap (eV) = 10.671
- LUMO energy (eV) = 0.67
- HOMO (eV) = -9.997
- SMILES string = O=C[C@H]1CN=CO1

Element x y z (Å)
O (-2.25465, 0.20511, 0.99862)
C (-1.61905, -0.37406, 0.15370)
C (-0.40527, 0.26419, -0.51201)
C (0.56087, 0.93442, 0.42375)
N (1.47059, -0.17319, 0.83139)
C (1.35933, -0.99426, -0.12655)
O (0.40938, -0.74266, -1.11498)
H (-1.90395, -1.38769, -0.20276)
H (-0.74750, 1.06595, -1.17128)
H (1.17386, 1.61967, -0.16846)
H (0.01164, 1.49253, 1.18418)
H (1.92850, -1.90240, -0.29859)

---

[7]
A 3-piece molecular cluster, C3H10N2O2 overall at a distorted geometry. Source: the OMol25 dataset; level of theory: ωB97M-V/def2-TZVPD.

- orbital gap (spin up / spin down) (eV) = 9.001 / 6.248
- LUMO energy (spin up / spin down) (eV) = 0.63 / -0.02
- HOMO (spin up / spin down) (eV) = -8.376 / -6.270

Element x y z (Å)
C (-0.44962, 0.97872, 0.28135)
C (1.64429, -0.02808, -0.42001)
C (-1.41615, 0.92673, -0.83703)
O (-0.47331, 0.31214, 1.45024)
O (2.11041, -0.13209, 0.91990)
H (0.42866, 0.31496, 1.82555)
H (2.22856, -1.06462, 1.13867)
H (-0.04390, 1.98085, 0.44781)
H (2.14471, -0.77254, -1.05964)
H (1.89596, 0.96289, -0.78682)
H (-1.21154, 0.10802, -1.53660)
H (-2.43034, 0.80904, -0.43277)
H (-1.37939, 1.84302, -1.42534)
N (-0.39766, -1.88531, -0.25368)
N (-1.39319, -2.22592, 0.32942)
H (-1.83304, -1.46079, 0.91409)
H (0.57556, -0.66704, -0.55515)

---

[8]
C36H72BrClFI2N2O10P2Si2 as an isolated structure at a distorted geometry. Source: the OMol25 dataset; level of theory: ωB97M-V/def2-TZVPD.

- orbital gap (eV) = 6.191
- LUMO energy (eV) = -4.59
- HOMO (eV) = -10.781
- total charge = +1

Element x y z (Å)
C (7.52579, -1.34437, 5.18532)
C (7.86094, -2.34337, 4.00968)
C (7.49767, -1.74436, 2.57359)
C (6.08526, -2.31271, 2.08456)
C (5.60654, -1.34107, 0.90035)
C (4.62347, -0.22912, 1.42275)
C (3.43930, 0.23163, 0.48762)
P (4.43073, 1.46681, -0.64102)
P (5.95031, 0.55015, -1.88301)
O (5.94080, 1.31022, -3.17132)
O (7.49232, 0.79371, -1.24085)
O (5.82474, -1.05238, -2.24408)
C (2.46736, -0.88084, -0.21483)
Cl (2.69425, -0.55059, -1.99317)
C (2.59322, -2.32214, 0.38300)
I (2.44367, -2.75984, 2.53348)
C (2.86755, -3.48115, -0.34825)
C (3.13787, -3.49052, -1.87330)
I (3.02602, -5.48550, 0.52651)
C (0.92606, -0.27991, -0.08526)
O (0.21914, -1.07388, 0.91822)
Si (-0.32326, -0.61832, -1.52608)
C (-0.21069, -2.42805, -2.19154)
C (-0.32793, 0.48332, -3.05156)
C (-2.13160, -0.54464, -0.84601)
C (1.09717, 1.22639, 0.48060)
F (1.15223, 1.93104, -0.78862)
Si (-0.41124, 2.11875, 1.29870)
C (-1.63445, 1.03318, 2.26641)
C (-0.05182, 3.61103, 2.42244)
C (-1.44745, 2.89887, -0.13120)
N (2.47013, 1.23682, 1.13099)
Br (1.87275, 0.72817, 2.92626)
C (3.06244, 2.58514, 1.54082)
C (2.80397, 3.82448, 0.81606)
C (3.37607, 5.10761, 1.27276)
C (4.16880, 5.03189, 2.50424)
C (4.31638, 3.70121, 3.10850)
N (3.80011, 2.53715, 2.68500)
H (6.51987, -0.86308, 5.07385)
H (7.46388, -1.97283, 6.12239)
H (8.35156, -0.60415, 5.38361)
H (8.91743, -2.70981, 4.05719)
H (7.18861, -3.23738, 4.13892)
H (8.31811, -1.96162, 1.83303)
H (7.47116, -0.62601, 2.69214)
H (6.29152, -3.35213, 1.73067)
H (5.41334, -2.26990, 2.97608)
H (6.54176, -0.85233, 0.52794)
H (5.23007, -2.00700, 0.08912)
H (5.26107, 0.69655, 1.56501)
H (4.33631, -0.52114, 2.46593)
H (3.53757, 2.02984, -1.62168)
H (7.34346, 1.07993, -0.31772)
H (6.69248, -1.49707, -2.14531)
H (2.34542, -3.06789, -2.52911)
H (3.38763, -4.51139, -2.24828)
H (4.06123, -2.86228, -2.05633)
H (-0.08192, -1.91522, 0.53110)
H (-1.23937, -2.68453, -2.56394)
H (0.43295, -2.35155, -3.11495)
H (0.18585, -3.14874, -1.43322)
H (-1.24755, 0.24502, -3.66531)
H (0.54691, 0.25843, -3.73302)
H (-0.31348, 1.59013, -2.89189)
H (-2.26785, -1.12379, 0.09903)
H (-2.54680, 0.49146, -0.83112)
H (-2.72876, -1.10090, -1.63211)
H (-1.13362, 0.15133, 2.76487)
H (-2.48376, 0.65737, 1.64534)
H (-2.07737, 1.62533, 3.12271)
H (0.72507, 3.45717, 3.21226)
H (-1.00721, 3.91213, 2.93914)
H (0.23796, 4.50492, 1.79379)
H (-1.01702, 3.92352, -0.32682)
H (-1.42007, 2.30380, -1.07287)
H (-2.49976, 3.07495, 0.23658)
H (2.18275, 3.85055, -0.10117)
H (3.22461, 6.06218, 0.72652)
H (4.62876, 5.93182, 2.97028)
H (4.90906, 3.67732, 4.06190)
C (-1.65892, -5.29369, -4.18035)
O (-1.79284, -4.00560, -4.76382)
C (-0.96730, -3.84049, -5.91232)
C (-1.76147, -4.00246, -7.19843)
O (-2.23368, -5.33548, -7.35345)
C (-3.60013, -5.47572, -6.99371)
H (-2.49333, -5.44408, -3.49425)
H (-1.68049, -6.08547, -4.93212)
H (-0.72277, -5.35014, -3.61457)
H (-0.11912, -4.53252, -5.88432)
H (-0.56749, -2.82144, -5.87455)
H (-1.09971, -3.79873, -8.04678)
H (-2.58978, -3.28840, -7.24211)
H (-4.23673, -5.07652, -7.78918)
H (-3.83006, -4.96977, -6.05267)
H (-3.81211, -6.53860, -6.87537)
C (-4.74099, 5.35134, 2.42665)
O (-3.90618, 4.60651, 3.30315)
C (-3.90450, 5.12839, 4.62860)
C (-4.80998, 4.32222, 5.54597)
O (-6.17643, 4.44949, 5.17113)
C (-6.64550, 3.33311, 4.43041)
H (-4.90733, 4.75560, 1.52816)
H (-5.70938, 5.57499, 2.87904)
H (-4.24421, 6.28446, 2.14355)
H (-4.18468, 6.18650, 4.63027)
H (-2.87680, 5.05540, 4.99968)
H (-4.72086, 4.71864, 6.56282)
H (-4.50945, 3.26976, 5.57032)
H (-6.82971, 2.49069, 5.10430)
H (-5.93927, 3.03163, 3.65240)
H (-7.58548, 3.61300, 3.95420)
C (-8.75128, -0.77011, -1.17509)
O (-7.96619, 0.37101, -1.49131)
C (-6.93758, 0.60795, -0.54008)
C (-5.59051, 0.11211, -1.04124)
O (-5.56969, -1.30638, -1.16285)
C (-5.74941, -1.74085, -2.50277)
H (-9.32463, -1.04324, -2.06120)
H (-8.13280, -1.62274, -0.88503)
H (-9.44723, -0.52971, -0.36565)
H (-7.18810, 0.15621, 0.42555)
H (-6.87936, 1.69184, -0.39599)
H (-4.82312, 0.37854, -0.30622)
H (-5.32348, 0.58795, -1.99058)
H (-4.82074, -1.60221, -3.06712)
H (-6.56247, -1.20739, -3.00048)
H (-5.99323, -2.80346, -2.48489)

---

Sequential molecular weight output: 95.53 155.27 200.28 105.14 62.07 99.09 106.12 1199.26 g mol⁻¹
Sequential energy above the lowest of the compared OMol25 structures with the same formula, charge and spin output: 0.0 276.2 80.2 217.7 440.6 144.2 704.0 0.0 kJ/mol